The molecule C10H12BrN at a distorted geometry. Source: the OMol25 dataset; level of theory: ωB97M-V/def2-TZVPD.

Geometry as XYZ:
```
24
Properties=species:S:1:pos:R:3:mulliken_charge:R:1
H 1.414 -1.661 1.308 0.3841
H -0.704 -0.086 -4.098 0.3247
H 1.472 -1.297 -3.857 0.3821
C -0.946 0.186 -1.942 -0.9530
H -1.927 1.760 1.442 0.3919
C 0.866 -0.724 -0.606 0.8117
N -0.753 0.373 0.627 0.4100
C -0.345 -0.074 -0.722 0.4402
Br 1.475 2.307 0.629 -0.4143
C 0.957 -0.869 -3.015 -0.6487
H 2.336 -0.263 0.771 0.3687
H -0.837 -0.061 3.203 0.4094
H -1.897 0.452 -2.047 0.4588
H 2.386 -1.918 -1.617 0.2315
C -2.029 0.800 1.031 -1.0896
C 1.383 -0.709 0.806 -0.7652
C 0.022 0.483 2.893 -1.4755
C 0.331 0.299 1.392 0.0202
H -2.451 0.130 1.812 0.3217
H 0.896 0.084 3.447 0.3424
C 1.494 -1.156 -1.729 -0.3772
C -0.275 -0.215 -3.079 -0.3760
H -0.141 1.447 3.090 0.4488
H -2.726 0.712 0.261 0.3531
```

Properties
Structure (SMILES) ... CN1c2ccccc2C[C@@]1(C)Br
Highest occupied orbital energy ... -8.113 eV
HOMO-LUMO gap ... 8.71 eV
LUMO ... 0.592 eV
2S+1 ... 1

***

C10H12Cl5N2Pb as an isolated structure at a distorted geometry. Source: the OMol25 dataset; level of theory: ωB97M-V/def2-TZVPD.

Geometry as XYZ:
```
30
Properties=species:S:1:pos:R:3:mulliken_charge:R:1
C 1.698 -0.587 0.859 -0.3401
C -2.943 -2.183 -2.651 0.2718
C -1.959 -1.202 -2.467 0.2816
C -3.435 -2.152 -0.307 0.2284
C -3.516 -2.830 -1.519 0.2490
Cl -0.808 -0.933 -3.748 -0.0415
Pb -0.436 1.060 -1.142 1.0717
H 2.156 -1.589 0.971 0.4770
N 1.354 -0.336 -0.561 -0.4812
H 1.624 3.902 0.804 0.4312
H 3.735 0.229 1.255 0.3293
H 2.682 1.899 -0.160 0.2079
H 2.178 -0.148 -1.110 0.3248
H 3.588 2.426 1.196 0.4170
H 2.622 0.489 2.616 0.3248
Cl -2.326 -0.372 1.404 -0.0509
Cl -3.357 -2.816 -4.154 0.0751
C -1.793 -0.638 -1.204 -0.4461
C -2.611 -1.051 -0.160 0.5039
Cl -4.000 -4.452 -1.609 0.0732
H 1.005 -1.165 -0.993 0.3909
C 1.441 2.970 1.303 -0.7672
H -0.550 3.102 0.968 0.3576
Cl -3.970 -2.904 1.184 0.0440
H -0.114 1.821 1.882 0.2950
H 0.780 -0.582 1.461 0.1604
N 0.142 2.331 1.050 -0.4940
H 1.556 3.300 2.366 0.3479
C 2.641 0.479 1.508 -0.6772
C 2.615 1.930 0.957 -0.5643
```

Properties
Highest occupied orbital energy (alpha / beta) ... -19.199 / -19.176 eV
HOMO-LUMO gap (alpha / beta) ... 3.94 / 3.68 eV
Charge ... +3
LUMO (alpha / beta) ... -15.262 / -15.495 eV
2S+1 ... 1

***

C10H12CuF6N2O4S3Si as an isolated structure. Source: the OMol25 dataset; level of theory: ωB97M-V/def2-TZVPD.

Geometry as XYZ:
```
39
Properties=species:S:1:pos:R:3:mulliken_charge:R:1
H 2.000 4.077 1.966 0.3273
C -2.002 4.170 1.497 -0.9953
H 0.988 5.488 1.623 0.3192
F 2.970 -2.743 -2.609 -0.2175
H 1.154 4.194 0.419 0.2989
H -1.270 3.425 4.575 0.3006
F -1.217 -4.326 -6.410 -0.2346
F 2.693 -4.230 -1.064 -0.2437
H -0.507 4.976 4.229 0.2749
S -0.304 1.875 -0.776 -0.2929
N 0.298 -4.447 -2.880 -0.4669
H 0.049 -2.135 1.517 0.4067
F -1.739 -3.082 -4.718 -0.2106
O -0.167 -3.449 -0.690 -0.5653
H -0.209 1.251 4.126 0.3079
Si -0.401 3.526 2.227 0.1339
C -0.039 -1.071 1.709 -0.0405
H -2.861 3.704 1.986 0.3279
C -0.073 -0.555 2.992 -0.9552
Cu -0.099 -0.246 -1.578 -0.2492
H -2.056 3.948 0.431 0.3045
H 0.493 3.564 4.569 0.3003
C -0.422 3.897 4.074 -1.0888
S 0.441 -3.201 -1.960 1.1705
O 1.225 -3.376 -5.002 -0.5874
S 0.496 -4.478 -4.455 1.0301
O 0.146 -1.930 -2.616 -0.6103
N -0.111 -0.300 0.629 -0.4595
C -1.230 -4.261 -5.076 0.6640
F -2.032 -5.221 -4.615 -0.2439
O 0.821 -5.818 -4.840 -0.6469
F 2.401 -2.132 -0.611 -0.2098
C -0.183 0.824 3.129 0.0109
H -2.078 5.252 1.634 0.3164
H -0.016 -1.209 3.851 0.3746
C 2.244 -3.071 -1.547 0.6187
C 1.076 4.407 1.486 -0.9863
C -0.221 1.039 0.756 0.7465
C -0.258 1.664 2.023 0.0709
```

Properties
Highest occupied orbital energy ... -5.015 eV
HOMO-LUMO gap ... 7.69 eV
Charge ... -1
LUMO ... 2.679 eV
2S+1 ... 1

***

C10H12CuF6N4O7S4 as an isolated structure at a distorted geometry. Source: the OMol25 dataset; level of theory: ωB97M-V/def2-TZVPD.

Geometry as XYZ:
```
44
Properties=species:S:1:pos:R:3:mulliken_charge:R:1
F 0.513 1.431 2.920 -0.2473
C 0.851 0.471 2.074 0.5775
N 2.048 -1.152 4.179 -0.5428
O 2.705 -1.351 1.746 -0.5750
H -1.167 0.523 -4.309 0.4915
H -1.805 2.808 0.650 0.2738
C 0.344 -0.640 -3.284 -0.6650
H 0.032 -1.600 -3.685 0.3531
C -0.325 0.511 -3.636 -0.2406
H 1.419 2.737 -1.829 0.4906
C 1.560 -0.617 -2.551 0.6726
F 1.359 1.020 0.940 -0.1639
F 3.720 -3.465 4.742 -0.2366
Cu -2.243 1.252 -1.852 0.0633
H -3.308 1.603 2.010 0.2650
F 3.137 -3.829 2.769 -0.1918
N -5.282 0.520 1.001 -0.4153
C 1.873 0.615 -1.976 -0.4037
F 2.105 -4.961 4.270 -0.2431
H -1.315 1.238 0.855 0.3195
O -2.313 2.445 -3.802 -0.7001
H 2.773 0.670 -1.331 0.2439
S -4.199 0.451 -1.285 -0.4152
S 2.289 -0.502 2.811 1.1717
H -6.061 0.206 0.485 0.2205
O 3.075 0.676 3.132 -0.7428
C 1.141 1.763 -2.217 -0.1588
C 2.645 -3.741 3.992 0.6599
H -5.322 0.877 1.934 0.1895
O 0.700 -2.656 5.554 -0.6742
H 2.682 -2.205 -3.569 0.3430
S 1.229 -2.518 4.225 1.0932
C 2.298 -1.974 -2.548 -1.4957
O -1.002 4.154 -2.729 -0.6905
O -0.714 3.622 -5.072 -0.7252
H 3.244 -1.908 -1.915 0.3151
N -2.007 1.866 0.387 -0.2892
O 0.301 -2.662 3.119 -0.5893
N -3.244 1.572 0.983 -0.2489
H 1.725 -2.815 -2.306 0.3905
F -0.324 -0.201 1.775 -0.3764
C -4.185 0.881 0.312 0.7933
C 0.079 1.751 -3.228 -0.4651
S -1.032 3.136 -3.743 1.5689
```

Properties
Highest occupied orbital energy ... -6.364 eV
HOMO-LUMO gap ... 8.01 eV
Charge ... -1
LUMO ... 1.642 eV
2S+1 ... 1

***

Values of electronic energy, in order: -82096.2099; -81370.3297; -123067.0093; -135143.9555, all in eV.
Values of energy above the lowest of the compared OMol25 structures with the same formula, charge and spin, in order: 42.3; 55.6; 0.0; 178.9, all in kJ/mol.